Computed, not measured: 13 unconnected molecules or ions with the total composition C55H125B5F20N7O3 at a distorted geometry, with wB97M-V/def2-TZVPD.

Geometry as XYZ:
```
215
Properties=species:S:1:pos:R:3:forces:R:3:mulliken_charge:R:1
C 1.080830 6.142434 -5.588041 -0.595 -0.273 0.983 -1.557
C 1.206658 5.502247 -4.169414 -0.830 -0.333 -0.151 -0.033
C -0.176569 5.105679 -3.576875 0.944 0.396 -0.095 -1.168
N -0.064577 4.536946 -2.155217 -0.576 -2.227 0.195 0.537
C 0.881387 3.265211 -2.238577 0.885 1.701 0.501 0.049
C 0.297121 5.622535 -1.099209 0.317 -1.925 0.354 -0.779
C -0.321749 5.072652 0.289465 1.319 0.980 -1.345 -0.330
C -1.525295 4.210967 -0.055028 0.196 0.865 -2.020 1.214
C -1.425981 4.004419 -1.674115 -0.172 0.768 1.080 -0.579
H 2.040980 5.938552 -6.062007 -0.232 0.759 -0.324 0.388
H 0.730299 7.170543 -5.497369 0.996 0.471 0.051 0.438
H 0.273529 5.784914 -6.227208 0.199 -1.080 0.161 0.297
H 1.705401 6.182074 -3.478626 -0.048 0.299 -0.061 0.508
H 1.880223 4.646853 -4.221398 -0.335 -0.170 -0.144 0.160
H -0.704669 4.410451 -4.229460 0.251 -0.464 0.222 0.536
H -0.805078 5.995163 -3.533422 -0.059 0.119 0.348 0.604
H 0.752931 2.522983 -1.450742 -0.615 0.503 0.219 -0.354
H 1.868732 3.709820 -2.113766 0.159 -0.323 -0.105 0.278
H 0.834438 2.752220 -3.199162 -0.517 0.456 -0.163 -0.001
H 1.381815 5.727786 -1.077747 0.031 -0.322 0.216 0.337
H -0.044673 6.553457 -1.551616 -0.685 -0.020 0.577 0.460
H 0.378338 4.458878 0.856261 0.508 0.192 -0.448 -0.363
H -0.505724 5.924716 0.943861 -0.351 -0.105 -0.089 0.635
H -1.503319 3.300186 0.543393 -0.129 -0.047 -0.359 -1.452
H -2.403335 4.808974 0.188976 -0.299 -0.400 -0.174 0.682
H -1.603007 2.977463 -1.993693 0.465 -0.028 -0.046 -0.001
H -2.124660 4.632320 -2.227000 -0.376 0.065 0.442 0.554
C 8.944099 1.215723 1.778132 -1.506 -0.323 -0.545 -1.331
C 8.096504 0.531286 0.583762 1.189 0.222 0.476 -0.559
C 6.614631 0.729933 0.694928 -2.522 0.364 -0.298 0.081
N 5.778611 0.248948 -0.521740 -0.983 -0.026 -1.515 0.737
C 5.887947 -1.290065 -0.751747 -0.101 1.207 0.282 -0.773
C 6.095817 1.036953 -1.854070 -0.903 -0.464 -0.513 -0.793
C 4.822566 0.866648 -2.766062 -0.303 -0.049 1.632 -1.314
C 3.657718 0.803654 -1.765983 -0.861 0.265 0.125 0.857
C 4.212947 0.558922 -0.366869 0.611 0.284 0.159 1.705
H 8.834731 2.297469 1.700988 0.384 0.067 -0.423 0.383
H 9.989306 0.921268 1.872672 -0.100 0.004 -0.614 0.394
H 8.528897 1.044887 2.771374 -0.363 -0.620 -0.090 0.264
H 8.316746 -0.520705 0.402365 0.120 -0.175 0.815 0.407
H 8.419030 0.947524 -0.370612 0.100 0.554 0.056 0.347
H 6.267234 1.758521 0.791972 0.705 0.461 -0.352 0.126
H 6.052687 0.290930 1.519306 0.812 -0.725 0.274 -0.082
H 6.946383 -1.548694 -0.782089 -0.215 -0.020 -0.070 0.379
H 5.375032 -1.582437 -1.668014 0.170 0.278 0.035 0.246
H 5.383982 -1.776697 0.083316 0.304 0.113 0.007 0.069
H 6.975635 0.694493 -2.398797 0.083 -0.594 0.553 0.524
H 6.290154 2.084761 -1.625079 -0.427 -0.083 0.429 0.528
H 4.783641 -0.080213 -3.304608 0.594 0.306 -0.380 0.374
H 4.592256 1.749167 -3.362910 0.743 -0.275 -0.420 0.627
H 2.834819 0.143382 -2.039803 0.524 -0.793 -0.094 0.022
H 3.106524 1.743817 -1.785620 0.516 0.416 0.345 -1.073
H 3.714455 -0.215450 0.216187 0.524 -0.370 -0.260 0.168
H 4.026627 1.484477 0.177850 0.918 0.067 0.196 -1.255
C -0.034164 -1.190639 6.072498 0.620 -1.286 0.231 -0.658
C 0.962739 -0.056687 6.100247 0.732 0.759 -0.170 -0.525
C 1.142349 0.503227 4.724043 0.706 0.817 -1.539 0.794
N 2.227369 1.630085 4.583852 1.389 0.105 1.151 0.879
C 1.800887 2.877486 5.382957 -0.982 -1.502 -0.509 -1.065
C 2.574941 1.945667 3.100764 -0.794 -0.227 0.941 -0.288
C 4.037026 2.443045 3.057035 0.194 -0.301 0.911 1.089
C 4.732010 2.029123 4.426779 -3.020 0.748 0.376 -1.166
C 3.609795 1.132382 5.110204 0.782 -0.312 -1.608 -0.589
H 0.113415 -1.818487 5.193788 -0.212 0.374 -0.673 -0.222
H -1.091083 -0.948474 6.183757 0.206 0.201 0.063 0.306
H 0.279055 -1.944351 6.794935 -0.472 0.279 0.697 0.418
H 1.954748 -0.375208 6.420519 -0.209 -0.349 0.336 0.402
H 0.665063 0.774777 6.739103 -0.202 -0.268 0.297 0.271
H 0.170133 0.789773 4.323059 0.068 1.102 0.045 0.091
H 1.436425 -0.229080 3.972145 0.555 -0.383 0.353 -0.665
H 2.470298 3.736215 5.332262 -0.072 -0.288 -0.618 0.381
H 1.691649 2.599174 6.431160 0.259 -0.139 -0.064 0.297
H 0.789493 2.997840 4.994763 0.170 1.061 0.125 0.444
H 1.782498 2.617194 2.770323 0.337 0.347 -0.110 0.450
H 2.373844 0.993763 2.609300 0.590 0.000 -0.186 -0.655
H 4.062598 3.531566 3.006478 -0.020 -0.139 -0.425 0.714
H 4.578173 2.009500 2.216023 -0.293 0.192 0.044 -1.335
H 4.723890 2.930649 5.039373 0.601 0.152 -0.044 0.362
H 5.745357 1.631734 4.369166 -0.460 -0.433 -0.025 0.493
H 3.635820 1.090102 6.199080 -0.123 0.069 -0.208 0.557
H 3.740836 0.162668 4.630021 -0.207 -0.308 0.533 0.194
C -4.811473 1.937483 -3.623554 -0.733 1.080 -0.415 -1.893
C -4.592569 0.654929 -2.875405 0.138 0.833 -0.575 1.548
C -5.833613 -0.181605 -2.886105 0.681 -1.440 1.629 -0.902
N -5.513191 -1.536307 -2.204525 0.944 -1.452 -0.297 0.110
C -5.291546 -1.329296 -0.709399 -1.410 0.210 -1.041 -1.225
C -6.583144 -2.560798 -2.511366 -0.288 -0.590 1.345 -0.709
C -5.976727 -3.984232 -2.311897 -0.689 1.070 -0.346 -0.710
C -4.454407 -3.746360 -2.175949 -0.124 -0.752 -0.059 0.246
C -4.195625 -2.276055 -2.599121 -1.618 -0.448 -0.352 -0.012
H -5.687750 2.528402 -3.356986 -0.040 0.035 0.519 0.391
H -5.002355 1.679888 -4.665328 0.381 0.232 -0.207 0.490
H -3.926804 2.567058 -3.528146 -0.070 -0.016 -0.335 0.327
H -4.170231 0.853567 -1.890384 0.014 -0.220 -0.011 -0.381
H -3.834657 0.262774 -3.553555 0.277 -0.994 0.671 0.123
H -6.244486 -0.281837 -3.890712 0.083 -0.480 0.109 0.340
H -6.617715 0.040310 -2.162204 -0.255 1.318 -0.547 0.347
H -5.216953 -2.328594 -0.280526 0.547 0.370 0.203 0.661
H -6.176722 -0.847243 -0.294448 -0.132 -0.075 -0.116 0.385
H -4.450621 -0.639907 -0.633941 0.239 -0.671 0.440 0.183
H -7.420079 -2.368809 -1.839961 -0.047 0.079 -0.048 0.389
H -6.973862 -2.577556 -3.528790 0.452 1.124 -0.033 0.458
H -6.466459 -4.536612 -1.509929 0.388 0.172 0.249 0.334
H -6.348948 -4.449132 -3.224812 0.870 -0.681 0.012 0.290
H -4.094446 -4.060369 -1.196190 -0.219 0.854 0.487 -0.255
H -3.899937 -4.496799 -2.739428 -0.014 0.476 -0.737 0.133
H -3.349858 -1.780412 -2.122539 0.040 -0.023 -0.402 -0.634
H -4.277442 -2.208166 -3.683924 0.905 0.059 -0.043 0.865
C -3.448203 -5.595880 1.570566 -1.120 -0.168 0.312 -1.381
C -2.009475 -5.526223 1.966380 1.433 1.595 -1.470 -0.148
C -1.309255 -4.351726 1.121217 0.787 -1.279 2.446 0.555
N 0.242801 -4.366616 1.413515 -1.009 -1.390 -2.643 0.992
C 0.814018 -5.734354 0.850318 -0.287 0.910 0.831 -0.996
C 0.676441 -4.131124 2.867865 -0.211 0.032 -1.496 -0.369
C 1.992661 -3.389046 2.697036 0.467 0.014 1.700 -0.100
C 2.173855 -2.888644 1.282926 -0.050 -0.098 -0.117 1.736
C 0.901271 -3.271688 0.543331 0.336 0.139 0.264 0.649
H -3.986812 -4.659301 1.714872 0.125 0.241 0.235 0.241
H -3.955136 -6.336617 2.188975 -0.155 -0.064 -0.137 0.444
H -3.628367 -5.848798 0.525737 0.332 -0.257 -0.082 0.374
H -1.506717 -6.469165 1.751438 -0.079 0.001 -0.049 0.377
H -1.859874 -5.327979 3.027716 -0.196 0.083 0.014 0.298
H -1.671506 -3.373996 1.438884 0.107 0.036 0.039 -0.838
H -1.529840 -4.426502 0.056389 0.555 -0.227 -0.040 -0.005
H 0.294277 -6.013422 -0.066248 0.032 0.471 -0.028 0.268
H 0.644879 -6.546150 1.557749 0.091 0.312 0.200 0.378
H 1.877579 -5.601818 0.651857 -0.101 0.050 0.029 0.393
H 0.797903 -5.097352 3.357505 -0.244 0.118 -0.018 0.432
H -0.111480 -3.542001 3.337137 0.000 -0.027 0.007 -0.441
H 2.814634 -4.023886 3.027828 0.010 0.090 -0.171 0.403
H 2.025154 -2.543006 3.383519 0.005 -0.127 0.123 -0.101
H 3.036979 -3.362581 0.815493 -0.019 0.269 -0.025 0.286
H 2.320902 -1.809639 1.330084 0.094 -0.114 -0.412 -1.787
H 1.192653 -3.673323 -0.427181 -0.425 -0.192 0.034 -0.478
H 0.216392 -2.433463 0.415207 -0.250 -0.220 0.210 -0.343
C -3.053588 -2.017005 3.983646 -1.103 -0.047 -0.394 -1.197
C -3.671838 -0.596291 4.152253 0.067 -0.278 0.370 0.208
C -4.967900 -0.316702 3.318998 2.773 0.240 -1.016 -0.380
N -5.034210 1.163081 2.794735 1.370 -1.552 1.615 0.442
C -5.171306 2.162989 3.999587 -0.726 -0.605 -2.074 -0.900
C -3.707017 1.518134 1.964084 -2.131 0.485 -1.254 0.813
C -4.283492 2.601537 1.049028 -0.241 0.811 0.011 -0.421
C -5.790135 2.235826 0.776397 1.237 0.676 -1.511 0.086
C -6.198730 1.217143 1.790076 0.650 0.565 1.555 -0.683
H -2.666061 -2.238663 2.989268 0.221 0.642 -0.176 -0.098
H -3.836142 -2.769494 4.080911 -0.099 -0.153 0.469 0.466
H -2.269291 -2.221562 4.712441 -0.182 0.167 0.006 0.371
H -2.861871 0.100566 3.936727 -0.264 0.294 -0.234 -0.281
H -3.900763 -0.460015 5.209194 0.004 0.021 0.086 0.466
H -5.853319 -0.752015 3.782283 -0.256 0.848 0.019 0.631
H -4.772441 -0.837756 2.381776 -0.342 -0.255 -0.114 -0.161
H -4.284246 2.121498 4.631633 -0.194 -0.040 -0.184 0.321
H -6.116575 1.910720 4.480132 0.291 -0.137 0.320 0.303
H -5.313350 3.130962 3.519010 0.383 0.136 0.311 0.436
H -2.798323 1.847910 2.467697 -0.520 -0.062 0.810 0.000
H -3.471608 0.688208 1.297817 -0.037 -0.621 0.534 -0.771
H -4.156152 3.606573 1.451282 -0.300 -0.075 0.583 0.457
H -3.684500 2.713316 0.145246 -0.203 -0.565 -0.212 0.045
H -6.426816 3.110038 0.640359 0.031 0.010 0.594 0.482
H -5.815016 1.776199 -0.211646 -0.077 -0.191 -0.117 -0.435
H -7.061080 1.461526 2.410344 -0.179 -0.038 -0.321 0.444
H -6.320599 0.236918 1.329210 0.095 0.054 0.485 0.223
C -2.133982 -4.229878 -4.903719 2.166 0.536 -1.021 -0.699
N -0.582115 -4.055738 -4.644490 -0.960 -0.549 1.159 0.283
C -0.429165 -4.259876 -3.110268 0.883 1.881 -1.140 -0.392
C 0.134472 -5.188226 -5.387535 -0.431 0.658 0.392 -0.757
C -0.143185 -2.663920 -5.188951 0.289 0.460 1.931 -0.814
C -0.299497 -1.458470 -4.211381 0.726 0.168 -0.764 -0.268
O -1.610472 -1.254225 -3.813136 -1.584 -1.135 -0.139 -0.327
H -2.107748 -4.310217 -5.990437 -0.807 -0.156 0.053 0.530
H -2.629204 -3.308274 -4.597944 0.288 -0.106 0.068 0.092
H -2.548739 -5.115685 -4.422642 0.415 0.010 -0.060 0.327
H -1.210334 -3.624574 -2.692804 -0.027 -0.339 0.310 -0.042
H 0.527646 -3.808017 -2.848649 0.128 -0.168 0.065 -0.277
H -0.408494 -5.299506 -2.783389 -0.392 0.021 -0.511 0.650
H 1.217188 -5.313930 -5.383055 0.212 0.966 1.312 0.146
H 0.015745 -4.977849 -6.450435 -1.066 -0.776 -0.039 0.416
H -0.296035 -6.021515 -4.832206 -0.074 -0.680 -1.332 0.403
H -0.725368 -2.432416 -6.080903 0.184 -0.412 -0.109 0.356
H 0.927678 -2.791921 -5.346904 -0.092 0.168 -0.421 0.436
H -0.029996 -0.550142 -4.750267 0.618 -0.216 -0.652 0.148
H 0.346691 -1.455367 -3.333589 0.293 -0.645 -0.010 0.460
H -1.542798 -0.723713 -3.015910 -0.062 0.696 1.075 0.042
B 4.307845 4.450470 -0.621480 0.433 1.657 0.007 -0.143
F 5.268609 3.633038 -0.193486 2.533 -2.795 1.673 -0.098
F 3.140387 4.138385 0.054928 -1.505 -0.097 0.313 -0.026
F 4.751303 5.734800 -0.394831 -0.449 1.403 0.565 -0.360
F 4.236440 4.282516 -1.964576 -1.281 -0.498 -2.461 -0.310
B 0.151011 2.196394 -6.157288 0.670 1.612 -2.116 0.070
F 0.133980 1.002496 -6.767736 1.002 -3.046 -1.264 -0.325
F -0.039080 3.177282 -7.140294 -0.284 0.880 -0.445 -0.378
F -0.931399 2.152791 -5.365468 -2.126 0.713 3.054 -0.054
F 1.357099 2.513384 -5.553190 0.546 -0.276 1.221 -0.280
B 3.447728 -3.786347 -2.273126 3.019 -0.346 -0.531 -0.334
F 2.923621 -4.080193 -3.493699 -1.656 -0.498 -1.544 -0.197
F 4.853839 -3.767893 -2.453318 0.299 -0.603 0.299 -0.397
F 3.146654 -2.557495 -1.844128 -1.624 2.951 0.810 0.103
F 3.043804 -4.673264 -1.307633 -0.655 -1.527 0.975 -0.169
B 5.103048 -1.656471 3.199586 0.404 -0.643 -0.018 0.616
F 5.568623 -2.435595 2.146113 0.103 -0.707 -0.022 -0.344
F 6.187874 -1.028632 3.816386 -0.412 -0.008 0.350 -0.391
F 4.276181 -0.696501 2.603459 -0.937 1.065 -0.106 -0.472
F 4.288205 -2.418259 4.092423 0.612 0.440 -0.065 -0.374
B -1.086554 4.521930 3.723771 -0.735 -0.188 0.986 0.087
F -2.384706 4.733597 3.276274 -1.020 -0.217 -1.180 -0.385
F -1.232497 4.300448 5.097378 0.548 -0.140 0.786 -0.369
F -0.576055 3.296991 3.188803 0.183 -0.115 -0.583 0.098
F -0.321532 5.615639 3.439617 0.731 0.065 -0.236 -0.336
C -0.342044 0.610941 0.804146 -0.279 -0.270 0.444 2.126
C -1.156478 -0.238192 -0.179565 1.007 2.873 -2.379 0.138
O -1.934099 -1.064584 0.263442 -1.693 -2.316 1.209 -0.546
O -1.087153 0.116882 -1.412354 0.083 -0.558 0.933 -0.234
H 0.545640 0.119162 1.201972 0.380 -0.100 -0.553 -0.380
H -0.926245 0.711097 1.718902 -0.272 0.313 0.004 -0.665
H -0.122273 1.592988 0.385358 0.247 -0.212 0.126 -1.093
```
Forces are in eV/Å.

- Total charge: +1
- Frontier orbital gap: 8.46 eV
- Calculated total energy: -4901.87746 hartree